# 1
Formula: C36H40Br4IrN3O9P
Source: the OMol25 dataset
Level of theory: the ωB97M-V functional and the def2-TZVPD basis

Computed properties:
Orbital gap (spin up / spin down) = 5.52 / 5.42 eV
E_LUMO (spin up / spin down) = 0.081 / 0.035 Ha
Total energy = -12979.0714 a.u.
E_HOMO (spin up / spin down) = -3.32 / -4.45 eV

Geometry as ORCA input:
```
! RIJCOSX wB97M-V def2-TZVPD def2/J DEFGRID3
* xyz -1 5
Ir 1.19479 0.61132 -0.24911
C 1.83969 -4.88128 1.00949
O 1.11309 -5.45458 2.07909
C -0.21211 -5.22638 2.26329
C -0.77261 -5.98058 3.30219
C -2.10851 -5.88648 3.63219
C -2.93371 -5.02918 2.92129
C -2.39781 -4.27358 1.89829
C -1.04401 -4.33818 1.55879
N -0.57621 -3.54128 0.48599
C 0.07709 -2.31998 0.66979
N 0.35159 -2.01658 1.95329
C 0.99709 -0.90648 2.54239
C 1.70749 0.00072 1.74899
C 2.39169 1.05222 2.34799
C 2.32079 1.26122 3.71469
C 1.59409 0.38232 4.49029
C 0.93959 -0.71698 3.93299
O 0.35519 -1.48588 4.93799
C -0.55951 -2.52748 4.74569
N 0.42979 -1.62808 -0.36171
C 0.15609 -2.01438 -1.67951
C 1.22829 -2.20488 -2.55231
C 1.02409 -2.41138 -3.90431
C -0.26121 -2.43298 -4.41401
C -1.34551 -2.30758 -3.56071
C -1.15141 -2.12218 -2.20251
O -2.18211 -2.07558 -1.28191
C -3.50061 -2.12978 -1.75231
H 2.80229 -5.38968 1.02309
H 2.00359 -3.81328 1.15739
H 1.35249 -5.04898 0.04929
H -0.11841 -6.65358 3.83309
H -2.50501 -6.47628 4.44409
H -3.98341 -4.94878 3.16339
H -3.02621 -3.59628 1.33499
H -1.24051 -3.47268 -0.27431
H -0.01051 -2.70058 2.59809
H 2.97759 1.72012 1.73479
H 2.83099 2.09562 4.17379
H 1.52569 0.49642 5.56229
H -0.98721 -2.71348 5.73339
H -0.07511 -3.45958 4.42509
H -1.38041 -2.27068 4.06939
H 2.22599 -2.15878 -2.13761
H 1.86589 -2.53238 -4.57151
H -0.42981 -2.52658 -5.47611
H -2.33951 -2.35218 -3.97641
H -4.13131 -2.05068 -0.86801
H -3.70701 -3.07808 -2.26291
H -3.72391 -1.30368 -2.43101
Br 7.39979 0.10252 -4.04961
C 5.58079 0.21072 -3.54891
C 4.61209 0.46822 -4.51681
Br 5.10889 0.65362 -6.32461
C 3.28219 0.57632 -4.14311
Br 1.90859 0.90062 -5.40171
C 2.86479 0.46362 -2.81071
O 1.65139 0.59292 -2.46411
C 3.87349 0.14802 -1.80071
O 3.51199 -0.00628 -0.59781
C 5.20949 0.03472 -2.22661
Br 6.48549 -0.38288 -0.89871
C -1.24871 6.22062 0.70659
C -0.97411 5.08892 1.70349
C -2.28651 4.44352 2.14569
C -0.21241 5.65642 2.90869
O -0.08601 4.13982 1.14569
P -0.27211 3.01292 0.02409
O -0.74191 1.70652 0.61549
O 1.05259 2.91882 -0.67291
O -1.45251 3.66142 -0.88481
C -1.60951 3.35612 -2.26551
C -2.95281 3.98222 -2.66771
C -1.64291 1.84872 -2.50371
C -0.47951 4.00352 -3.06281
H -1.76981 7.03722 1.20319
H -1.85391 5.85612 -0.11671
H -0.30691 6.59122 0.30979
H -2.92631 5.19132 2.61309
H -2.09011 3.64252 2.85469
H -2.79611 4.01862 1.28499
H -0.77151 6.46832 3.36839
H 0.75229 6.02892 2.57189
H -0.03751 4.87042 3.63859
H -3.76571 3.54322 -2.09131
H -3.13391 3.81172 -3.72641
H -2.93351 5.05392 -2.47811
H -2.49861 1.40512 -1.99641
H -0.73921 1.38642 -2.11241
H -1.70261 1.64182 -3.57031
H -0.42501 5.06412 -2.82291
H -0.64901 3.88362 -4.13031
H 0.46409 3.54182 -2.78941
*
```

Results of the Mulliken charge analysis, in e, for atoms 1 through 5: 3.5041, -0.6960, -0.5164, 0.7485, -0.4410

# 2
Formula: C36H40ClN4O4P2RuS3
Source: the OMol25 dataset
Level of theory: the ωB97M-V functional and the def2-TZVPD basis

Computed properties:
Orbital gap (spin up / spin down) = 5.80 / 3.75 eV
E_LUMO (spin up / spin down) = -0.139 / -0.241 Ha
Total energy = -4347.4535 a.u.
Energy above the lowest of the compared OMol25 structures with the same formula, charge and spin = 0.0 kcal per mole
E_HOMO (spin up / spin down) = -9.58 / -10.31 eV

Geometry as ORCA input:
```
! RIJCOSX wB97M-V def2-TZVPD def2/J DEFGRID3
* xyz 1 5
Ru -0.03014 0.11594 -0.79255
C 0.40230 1.50502 2.37571
P 0.52780 -0.06504 1.35558
C 2.30116 -0.38155 1.33065
N 2.78998 -0.99171 2.48935
C 4.15679 -0.98327 2.49972
C 4.79789 -1.53817 3.63741
C 6.17687 -1.44232 3.74534
C 6.89963 -0.58099 2.84874
C 6.30784 0.17754 1.84438
C 4.98312 -0.19489 1.52897
N 4.46786 0.13007 0.33739
C 3.11990 0.00932 0.33426
P 2.23926 0.71162 -1.05204
C 3.18968 -0.18142 -2.38201
C 2.77184 2.59106 -1.04294
C 4.24995 2.69752 -1.58370
C 3.00256 3.13277 0.44123
C 1.86380 3.47906 -1.93545
C -0.42607 -1.26386 2.48612
C -0.50319 -0.76595 3.95345
C 0.32451 -2.60784 2.32960
C -1.85016 -1.42671 1.92945
H 1.24640 1.54455 3.10105
H -0.54892 1.51925 2.86451
H 0.38607 2.37700 1.66348
H 4.21641 -1.97108 4.46340
H 6.60957 -1.99761 4.53962
H 7.99886 -0.50554 3.02491
H 6.92220 0.76595 1.17609
H 4.19951 -0.42729 -1.97603
H 3.28250 0.51220 -3.19870
H 2.67350 -1.08913 -2.73690
H 4.99898 1.92375 -1.20995
H 4.53972 3.68145 -1.22071
H 4.30831 2.76180 -2.67295
H 3.85510 2.66943 0.92543
H 2.10926 3.10733 1.07947
H 3.22416 4.21172 0.25755
H 2.03761 3.43631 -3.04057
H 2.03638 4.56723 -1.72314
H 0.82014 3.34395 -1.71113
H 0.51021 -0.67646 4.45970
H -1.01095 -1.52873 4.56723
H -1.05598 0.19894 4.09034
H 1.38400 -2.46785 2.52124
H 0.28478 -2.98777 1.28810
H -0.14352 -3.36657 2.97296
H -2.29869 -0.44226 1.86092
H -2.49015 -2.06309 2.63095
H -1.87399 -1.86070 0.91978
O 1.48199 1.78178 -4.52805
Cl 0.07111 1.43631 -4.26785
O -0.68140 2.62576 -3.79647
O -0.54506 0.86327 -5.45019
O 0.01026 0.41178 -3.16090
C -2.71332 -2.78320 -4.55685
C -3.03851 -1.77361 -3.63967
C -2.19000 -1.43439 -2.59190
C -0.98805 -2.14995 -2.48900
C -0.00898 -1.79467 -1.50122
C 1.05682 -2.66763 -1.24050
C 1.20838 -3.81936 -1.97600
C 0.38676 -4.07755 -3.04352
C -0.72544 -3.27556 -3.31833
C -1.56225 -3.53747 -4.38376
H -3.38924 -3.00534 -5.35904
H -3.98936 -1.25391 -3.63959
H -2.49310 -0.64319 -1.87521
H 1.75713 -2.37219 -0.41877
H 1.89307 -4.67835 -1.75276
H 0.44697 -4.97285 -3.65562
H -1.30666 -4.39234 -5.00478
S -6.40765 1.54606 -2.50356
C -5.18581 1.81474 -1.40463
S -3.82575 2.69698 -1.95415
C -2.80983 1.95742 -0.70553
N -3.55539 1.25892 0.21100
N -4.89906 1.31886 -0.11764
C -5.83442 1.05039 0.87866
C -5.46331 1.12751 2.30775
C -6.44403 1.02752 3.33023
C -7.78437 0.93287 2.90169
C -8.15345 0.87360 1.57158
C -7.20067 0.85635 0.60969
S -1.12186 2.15338 -0.62504
H -4.47368 1.57295 2.59900
H -6.18188 1.12144 4.37675
H -8.62018 1.00524 3.62789
H -9.23292 1.04304 1.35809
H -7.47153 0.79246 -0.40711
*
```

Results of the Mulliken charge analysis, in e, for atoms 1 through 5: -0.1544, -1.4742, 1.5532, -0.1697, -0.6186

# 3
Formula: C36H40N7O2PRuSSe
Source: the OMol25 dataset
Level of theory: the ωB97M-V functional and the def2-TZVPD basis

Computed properties:
Orbital gap (spin up / spin down) = 6.72 / 3.15 eV
E_LUMO (spin up / spin down) = -0.404 / -0.535 Ha
Total energy = -5164.0485 a.u.
Energy above the lowest of the compared OMol25 structures with the same formula, charge and spin = 4.0 kcal per mole
E_HOMO (spin up / spin down) = -17.72 / -17.72 eV

Geometry as ORCA input:
```
! RIJCOSX wB97M-V def2-TZVPD def2/J DEFGRID3
* xyz 4 5
Ru -0.47416 0.54370 -0.25302
Se -5.64477 -4.48067 -2.66463
N -4.61750 -3.31684 -3.50526
C -3.89553 -2.72028 -2.59127
C -2.91896 -1.68095 -2.89040
C -2.62048 -1.22932 -4.18106
C -1.66469 -0.24647 -4.34997
C -1.02697 0.27780 -3.23600
N -1.30177 -0.14111 -1.99676
C -2.23501 -1.11524 -1.82452
C -2.46307 -1.53603 -0.46045
N -1.73212 -0.89304 0.48399
C -1.87787 -1.23382 1.76408
C -2.76101 -2.23397 2.15726
C -3.50533 -2.89692 1.20490
C -3.36166 -2.54346 -0.14250
C -4.10410 -3.15534 -1.23708
N -4.99104 -4.10278 -1.07020
H -3.14814 -1.65886 -5.02474
H -1.41050 0.12322 -5.33347
H -0.28197 1.05715 -3.33238
H -1.27574 -0.69437 2.48141
H -2.85492 -2.47719 3.20670
H -4.19853 -3.68538 1.47339
O -0.06405 1.40605 1.61470
S 0.73044 2.64833 1.96860
C -0.47469 3.89603 2.46811
C 0.02050 4.97318 3.26432
C -0.84035 5.95495 3.64292
C -2.21541 5.85933 3.26151
C -2.69468 4.77134 2.45304
C -1.83504 3.79034 2.07278
C 1.15136 3.46460 0.43331
C 2.09465 4.48717 0.48981
C 2.38125 5.20146 -0.66589
C 1.73803 4.88280 -1.85486
C 0.81984 3.83557 -1.90627
C 0.51732 3.12257 -0.76065
H 1.05566 5.00084 3.58505
H -0.49677 6.78576 4.24638
H -2.91654 6.60941 3.61218
H -3.73577 4.73750 2.15828
H -2.17385 2.94645 1.48927
H 2.61085 4.71363 1.41690
H 3.10615 6.00388 -0.63457
H 1.95412 5.44786 -2.75250
H 0.32908 3.59743 -2.84150
H -0.27814 2.35607 -0.82510
O 1.61197 -0.56298 -0.08707
P 2.64518 -1.63109 -0.18792
N 2.01134 -3.06796 -0.66217
C 2.74374 -4.29876 -1.07992
C 1.98221 -4.77504 -2.31111
C 0.53789 -4.44221 -1.94176
C 0.64701 -3.07762 -1.26324
N 3.69923 -1.17816 -1.45841
C 5.07035 -1.64667 -1.61442
C 5.34004 -1.54799 -3.11369
C 4.52452 -0.31630 -3.52097
C 3.28986 -0.37495 -2.61494
N 3.57624 -1.86920 1.08862
C 4.27039 -0.72886 1.75160
C 4.70772 -1.32022 3.08664
C 5.02612 -2.77389 2.73674
C 3.93779 -3.16867 1.73739
H 2.67329 -5.03937 -0.28197
H 3.79613 -4.10151 -1.26351
H 2.14094 -5.83544 -2.49425
H 2.29774 -4.22154 -3.19871
H 0.15564 -5.18372 -1.23908
H -0.12888 -4.41384 -2.80162
H -0.09571 -2.91613 -0.48307
H 0.55349 -2.26546 -1.99200
H 5.21056 -2.62605 -1.15876
H 5.71619 -0.95311 -1.05405
H 4.98985 -2.44746 -3.62216
H 6.40089 -1.43584 -3.32239
H 4.25483 -0.32209 -4.57346
H 5.08903 0.59494 -3.32277
H 2.43863 -0.87654 -3.09333
H 2.93729 0.59709 -2.26455
H 3.60024 0.12555 1.84709
H 5.14344 -0.41406 1.17122
H 3.89054 -1.27506 3.80822
H 5.56236 -0.79008 3.49965
H 5.01321 -3.42571 3.60661
H 6.01362 -2.84764 2.28016
H 3.06751 -3.58777 2.24188
H 4.29467 -3.89959 1.01671
*
```

Results of the Mulliken charge analysis, in e, for atoms 1 through 5: 0.4303, 0.4299, -0.8133, 0.9202, 0.2942

# 4
Formula: C36H40P3S2Ti
Source: the OMol25 dataset
Level of theory: the ωB97M-V functional and the def2-TZVPD basis

Computed properties:
Orbital gap = 6.50 eV
E_LUMO = 0.095 Ha
Total energy = -4065.8568 a.u.
Energy above the lowest of the compared OMol25 structures with the same formula, charge and spin = 3.1 kcal per mole
E_HOMO = -3.91 eV

Geometry as ORCA input:
```
! RIJCOSX wB97M-V def2-TZVPD def2/J DEFGRID3
* xyz -1 1
Ti 1.83686 -0.38204 1.55443
C 0.47681 -1.94124 3.02655
C 0.49968 -0.70646 3.67871
C 1.84974 -0.41148 4.02128
C 2.65054 -1.49034 3.59876
C 1.81320 -2.43226 2.96383
H -0.39407 -2.39927 2.58297
H -0.34332 -0.04954 3.81931
H 2.19816 0.48363 4.50711
H 3.71826 -1.56237 3.72025
H 2.12270 -3.37789 2.55090
S 3.73303 0.26630 0.77461
P -0.71150 -0.60525 -0.50537
C 0.12752 0.37474 0.68000
P -0.01543 1.99680 1.16191
S 1.45202 2.40060 2.45338
C -1.61218 2.41034 1.95974
C -1.97957 3.73748 2.17383
C -3.15376 4.04151 2.84413
C -3.97038 3.02037 3.31633
C -3.60052 1.69819 3.12349
C -2.42429 1.39757 2.45031
C 0.04496 3.21703 -0.20605
C 1.28235 3.71052 -0.61158
C 1.37886 4.51932 -1.73397
C 0.24132 4.84627 -2.46112
C -0.99693 4.37169 -2.05298
C -1.09314 3.56406 -0.92820
C -0.52598 0.16108 -2.17477
C 0.57095 0.96937 -2.46148
C 0.80586 1.42523 -3.75096
C -0.05055 1.07515 -4.78531
C -1.13799 0.25197 -4.51809
C -1.36642 -0.20511 -3.22873
C -2.53679 -0.39470 -0.26061
C -3.16158 -1.32627 0.56912
C -4.50643 -1.21827 0.89394
C -5.26245 -0.17581 0.37703
C -4.66509 0.74030 -0.47796
C -3.31920 0.62609 -0.79737
H -1.33870 4.53510 1.81674
H -3.43264 5.07648 3.00172
H -4.89077 3.25816 3.83610
H -4.22927 0.89473 3.48718
H -2.12730 0.37031 2.29205
H 2.16304 3.44194 -0.03872
H 2.34726 4.89303 -2.04459
H 0.31969 5.47138 -3.34253
H -1.88987 4.62917 -2.61023
H -2.06323 3.21394 -0.59959
H 1.25450 1.22473 -1.66047
H 1.66101 2.06247 -3.94230
H 0.12757 1.43521 -5.79149
H -1.81010 -0.03741 -5.31791
H -2.21684 -0.85191 -3.03640
H -2.57411 -2.14505 0.97333
H -4.96417 -1.95022 1.54935
H -6.31066 -0.08058 0.63318
H -5.25010 1.55171 -0.89522
H -2.87026 1.33263 -1.48332
C 3.01919 -2.73480 -2.94030
C 2.28886 -1.89179 -1.90107
P 2.38559 -2.39842 -0.13485
C 4.14282 -2.94844 -0.03798
C 4.65209 -3.34075 1.34154
C 1.60683 -4.08429 -0.16936
C 0.08412 -4.13929 -0.17663
H 2.81725 -2.33930 -3.93786
H 2.69226 -3.77667 -2.93297
H 4.09936 -2.71970 -2.79400
H 1.22663 -1.83575 -2.14318
H 2.65785 -0.86414 -1.91307
H 4.72255 -2.10230 -0.41040
H 4.26455 -3.78111 -0.73823
H 4.64271 -2.47239 1.99786
H 5.67962 -3.70495 1.27415
H 4.05438 -4.13341 1.79732
H 1.99752 -4.62029 0.70092
H 2.00876 -4.60931 -1.04067
H -0.32472 -3.77847 0.76727
H -0.26091 -5.16589 -0.32281
H -0.33762 -3.51168 -0.95992
*
```

Results of the Mulliken charge analysis, in e, for atoms 1 through 5: -1.0456, -0.3776, -0.2447, -0.7216, -0.6686

# 5
Formula: C36H41B2Cl2O9
Source: the OMol25 dataset
Level of theory: the ωB97M-V functional and the def2-TZVPD basis

Computed properties:
Orbital gap = 5.13 eV
E_LUMO = 0.023 Ha
Total energy = -3043.8198 a.u.
E_HOMO = -4.50 eV

Geometry as ORCA input:
```
! RIJCOSX wB97M-V def2-TZVPD def2/J DEFGRID3
* xyz -1 1
C 8.02618 -0.48572 2.77097
O 8.16953 -0.95329 1.45321
C 7.45758 -2.18736 1.22998
C 6.07583 -1.89030 0.60564
C 5.71535 -2.79524 -0.61491
C 4.55055 -3.76662 -0.30092
C 3.16464 -3.12684 -0.53114
C 2.05301 -4.15803 -0.83935
C 0.65133 -3.49247 -0.74473
B -0.05480 -3.54398 0.73207
B 0.91863 -3.91929 2.08212
O 1.36125 -2.94542 2.98638
O 1.32819 -5.24776 2.38462
C 0.45159 -5.89978 3.28952
O -1.17120 -4.55887 0.77198
C -2.23650 -4.01735 1.41745
O -2.33986 -4.22211 2.83769
C -2.26313 -2.47895 0.97704
C -2.59860 -1.40016 2.01687
C -2.24826 -0.01523 1.47063
O -3.08781 0.60618 0.83114
C -0.91450 0.64163 1.72358
C 0.11084 0.08279 2.46352
C 1.29167 0.75558 2.68041
C 1.50364 2.01866 2.16612
C 0.48518 2.57213 1.39971
C -0.69004 1.89776 1.18374
C -3.00332 -2.38484 -0.36878
Cl -2.13904 -1.90224 -1.81064
C -4.30806 -2.65285 -0.47579
C -5.23627 -3.02986 0.64780
Cl -5.10644 -2.57455 -2.05934
O -0.86617 -2.27266 0.81337
H 8.66000 0.41001 2.85717
H 8.38452 -1.19375 3.53566
H 6.99856 -0.14930 2.99511
H 7.39290 -2.68888 2.20842
H 8.10992 -2.79870 0.59205
H 6.06875 -0.84546 0.28143
H 5.32451 -2.09097 1.38186
H 6.61556 -3.34132 -0.94033
H 5.45540 -2.14124 -1.46057
H 4.63481 -4.63677 -0.96783
H 4.62796 -4.04641 0.75935
H 3.25632 -2.51960 -1.44964
H 2.86237 -2.42288 0.25835
H 2.20635 -4.43301 -1.90106
H 2.15891 -5.09232 -0.26986
H -0.00378 -3.96214 -1.49762
H 0.76773 -2.43639 -1.03668
H 1.96011 -3.37705 3.61468
H -0.33561 -6.40641 2.70430
H -0.07779 -5.21582 3.97021
H 0.95526 -6.68952 3.86571
H -3.08152 -4.59494 0.99237
H -3.20677 -3.87710 3.08140
H -3.68695 -1.38929 2.19013
H -2.07226 -1.62016 2.95180
H 0.00342 -0.90102 2.91571
H 2.07394 0.30556 3.29104
H 2.43092 2.56102 2.33213
H 0.62787 3.57162 0.98737
H -1.43463 2.40925 0.57681
H -5.98714 -3.71509 0.22731
H -5.79562 -2.18351 1.06753
H -4.75444 -3.56954 1.46482
C -3.46611 2.38436 -3.48433
C -2.46044 2.47092 -2.52758
C -2.04812 3.70927 -2.06325
C -2.63076 4.86790 -2.56176
C -3.62551 4.78164 -3.54113
C -4.04692 3.53592 -3.99066
C -4.22757 6.00911 -4.12203
O -5.09508 5.93985 -4.97030
C -3.73845 7.33444 -3.64796
C -4.24842 8.49452 -4.21879
C -3.81204 9.73277 -3.77844
C -2.86948 9.81835 -2.75825
C -2.35443 8.66535 -2.18999
C -2.77942 7.42058 -2.63840
C -2.19068 6.18841 -2.04147
O -1.36602 6.26732 -1.15366
H -3.79244 1.41454 -3.83768
H -2.00060 1.56900 -2.14184
H -1.26932 3.77435 -1.31512
H -4.82549 3.46694 -4.73856
H -4.98367 8.42870 -5.00976
H -4.20708 10.63512 -4.22811
H -2.53426 10.78728 -2.41002
H -1.61823 8.73157 -1.39997
*
```

Results of the Mulliken charge analysis, in e, for atoms 1 through 5: -0.6653, -0.4004, -0.5465, -0.4604, -0.8545

> The highest total energy belongs to which entry?

C36H41B2Cl2O9